Record 1
Here is CB4CaF19O3S as an isolated structure at a distorted geometry from the OMol25 dataset. Energies are from wB97M-V/def2-TZVPD.

Structure (ORCA input):
```
! RIJCOSX wB97M-V def2-TZVPD def2/J DEFGRID3
* xyz -3 1
F -0.206 -0.652 -2.155
F 0.247 -1.196 2.670
F -2.849 3.928 -0.530
F 1.739 -1.697 -1.374
F -2.922 -1.923 -0.382
F -0.708 3.701 -0.583
B -2.190 -2.637 0.550
O -3.305 1.223 0.638
F 3.342 2.956 -1.004
F 3.318 0.983 0.134
Ca 0.793 -0.544 0.323
B 2.714 1.678 -0.944
F -2.258 -4.013 0.311
F 2.879 1.013 -2.137
B 1.595 -1.250 2.670
C -1.873 3.022 -0.645
F -1.935 2.441 -1.840
F 1.303 -1.418 -3.689
B 0.770 -1.648 -2.419
F -0.776 -2.238 0.437
O -1.967 2.669 1.988
F 1.978 -0.038 2.011
F 2.170 -1.457 3.928
S -1.985 1.798 0.818
F 0.163 -2.920 -2.407
F 2.039 -2.232 1.766
F -2.587 -2.265 1.845
O -0.835 0.925 0.635
F 1.344 1.791 -0.614
*
```

Calculated values
Energy above the lowest of the compared OMol25 structures with the same formula, charge and spin in kcal/mol: 0.0
Molecular weight in Da: 536.363
Frontier orbital gap in eV: 8.83
Calculated total energy in eV: -90823.186

---

Record 2
Here is CBiF3NO4S2 as an isolated structure at a distorted geometry from the OMol25 dataset. Energies are from wB97M-V/def2-TZVPD.

Structure (ORCA input):
```
! RIJCOSX wB97M-V def2-TZVPD def2/J DEFGRID3
* xyz 1 1
F -3.220 0.451 -0.433
Bi 1.663 -0.694 -1.558
N 0.497 0.937 1.037
O 2.282 0.989 -0.724
S 2.137 0.674 0.809
O -1.562 0.599 1.655
S -0.743 0.100 0.517
O -0.085 -0.597 -0.662
C -2.393 -0.562 -0.215
F -2.369 -1.227 -1.360
O 2.914 -0.617 0.960
F -2.956 -1.403 0.642
*
```

Calculated values
Molecular weight in Da: 420.122
Frontier orbital gap (alpha / beta) in eV: 6.12 / 6.12
Calculated total energy in eV: -46363.575

---

Record 3
Here is a 2-piece molecular cluster, CBr2F3P overall at a distorted geometry from the OMol25 dataset. Energies are from wB97M-V/def2-TZVPD.

Structure (ORCA input):
```
! RIJCOSX wB97M-V def2-TZVPD def2/J DEFGRID3
* xyz 0 3
C 1.544 0.054 0.096
F 0.765 0.622 -0.836
F 1.860 -1.203 -0.116
Br -2.840 -1.730 -0.140
Br -2.092 1.537 -0.452
F 2.532 0.814 0.571
P -1.768 -0.093 0.876
*
```

Calculated values
Energy above the lowest of the compared OMol25 structures with the same formula, charge and spin in kcal/mol: 0.0
Molecular weight in Da: 259.787
Frontier orbital gap (alpha / beta) in eV: 8.49 / 8.86
Calculated total energy in eV: -158561.272

---

Record 4
Here is a 2-piece molecular cluster, CBr2O2 overall at a distorted geometry from the OMol25 dataset. Energies are from wB97M-V/def2-TZVPD.

Structure (ORCA input):
```
! RIJCOSX wB97M-V def2-TZVPD def2/J DEFGRID3
* xyz 0 1
C -1.276 -1.336 1.470
Br 1.648 0.287 -2.637
O -1.460 -0.061 1.675
O -0.742 -0.652 0.523
Br 1.829 1.763 -1.032
*
```

Calculated values
Energy above the lowest of the compared OMol25 structures with the same formula, charge and spin in kcal/mol: 99.3
Molecular weight in Da: 203.817
Frontier orbital gap in eV: 9.24
Calculated total energy in eV: -145211.064

---

Record 5
Here is a 2-piece molecular cluster, CBr2S overall at a distorted geometry from the OMol25 dataset. Energies are from wB97M-V/def2-TZVPD.

Structure (ORCA input):
```
! RIJCOSX wB97M-V def2-TZVPD def2/J DEFGRID3
* xyz 0 1
Br -1.384 -1.373 0.222
C -0.017 -0.226 -0.126
S 0.727 0.726 -1.144
Br 0.791 0.465 2.909
*
```

Calculated values
Energy above the lowest of the compared OMol25 structures with the same formula, charge and spin in kcal/mol: 53.4
Molecular weight in Da: 203.886
Frontier orbital gap (alpha / beta) in eV: 5.57 / 5.59
Calculated total energy in eV: -151953.737

---

Record 6
Here is CBr3IS as an isolated structure from the OMol25 dataset. Energies are from wB97M-V/def2-TZVPD.

Structure (ORCA input):
```
! RIJCOSX wB97M-V def2-TZVPD def2/J DEFGRID3
* xyz 0 1
Br -0.092 3.357 -1.598
I 1.696 1.692 -2.062
Br -0.110 0.653 1.387
Br -1.527 -0.300 -1.174
C -0.129 -0.642 -0.004
S 0.933 -1.801 -0.091
*
```

Calculated values
Energy above the lowest of the compared OMol25 structures with the same formula, charge and spin in kcal/mol: 0.0
Molecular weight in Da: 410.694
Frontier orbital gap in eV: 7.71
Calculated total energy in eV: -230099.543

---

Record 7
Here is a 2-piece molecular cluster, CBrCl2F overall at a distorted geometry from the OMol25 dataset. Energies are from wB97M-V/def2-TZVPD.

Structure (ORCA input):
```
! RIJCOSX wB97M-V def2-TZVPD def2/J DEFGRID3
* xyz 0 1
F -0.706 0.058 0.972
Cl 0.058 1.295 -1.122
Br 1.936 -0.155 0.790
Cl -0.352 -1.890 -1.252
C 0.255 0.113 0.082
*
```

Calculated values
Energy above the lowest of the compared OMol25 structures with the same formula, charge and spin in kcal/mol: 7.2
Molecular weight in Da: 181.819
Frontier orbital gap in eV: 8.33
Calculated total energy in eV: -98839.738

---

Record 8
Here is a 2-piece molecular cluster, CBrFNO2 overall at a distorted geometry from the OMol25 dataset. Energies are from wB97M-V/def2-TZVPD.

Structure (ORCA input):
```
! RIJCOSX wB97M-V def2-TZVPD def2/J DEFGRID3
* xyz -1 1
O 1.388 0.923 0.301
O 1.038 -0.270 -1.674
Br -2.423 -2.761 2.041
N -0.122 -0.343 0.422
C 0.853 0.129 -0.553
F -1.342 0.355 0.195
*
```

Calculated values
Energy above the lowest of the compared OMol25 structures with the same formula, charge and spin in kcal/mol: 50.7
Molecular weight in Da: 156.918
Frontier orbital gap (alpha / beta) in eV: 7.84 / 3.38
Calculated total energy in eV: -79379.132

---

Record 9
Here is CBrO2Tb as an isolated structure at a distorted geometry from the OMol25 dataset. Energies are from wB97M-V/def2-TZVPD.

Structure (ORCA input):
```
! RIJCOSX wB97M-V def2-TZVPD def2/J DEFGRID3
* xyz 2 7
C -0.466 0.668 -0.264
Tb 1.914 -1.371 0.637
O -1.135 0.496 -1.303
Br -0.476 -1.272 0.664
O 0.163 1.480 0.265
*
```

Calculated values
Energy above the lowest of the compared OMol25 structures with the same formula, charge and spin in kcal/mol: 0.0
Molecular weight in Da: 282.838
Frontier orbital gap (alpha / beta) in eV: 5.29 / 8.77
Calculated total energy in eV: -97585.620

---

Record 10
Here is a 2-piece molecular cluster, CCl2F3NS overall at a distorted geometry from the OMol25 dataset. Energies are from wB97M-V/def2-TZVPD.

Structure (ORCA input):
```
! RIJCOSX wB97M-V def2-TZVPD def2/J DEFGRID3
* xyz 0 1
F 0.486 -2.287 0.775
C -0.404 1.422 -1.046
Cl 1.314 1.838 -0.957
F -2.444 0.502 0.161
Cl -1.505 2.314 -2.000
S -0.808 0.017 -0.132
N 1.280 -1.200 0.536
F 1.641 -0.864 1.812
*
```

Calculated values
Energy above the lowest of the compared OMol25 structures with the same formula, charge and spin in kcal/mol: 109.1
Molecular weight in Da: 185.985
Frontier orbital gap (alpha / beta) in eV: 9.34 / 6.39
Calculated total energy in eV: -46552.509

---

Record 11
Here is a 2-piece molecular cluster, CCl2F3NS overall at a distorted geometry from the OMol25 dataset. Energies are from wB97M-V/def2-TZVPD.

Structure (ORCA input):
```
! RIJCOSX wB97M-V def2-TZVPD def2/J DEFGRID3
* xyz 0 3
Cl 2.091 1.704 0.650
N -0.206 -0.792 0.560
C -1.194 -0.206 0.035
S 1.647 0.212 -0.607
F -1.135 1.157 -0.034
F -2.396 -0.391 0.635
F -1.481 -0.504 -1.318
Cl 2.674 -1.180 0.078
*
```

Calculated values
Molecular weight in Da: 185.985
Frontier orbital gap (alpha / beta) in eV: 8.67 / 7.77
Calculated total energy in eV: -46555.225

---

Record 12
Here is a 2-piece molecular cluster, CCl2N2 overall at a distorted geometry from the OMol25 dataset. Energies are from wB97M-V/def2-TZVPD.

Structure (ORCA input):
```
! RIJCOSX wB97M-V def2-TZVPD def2/J DEFGRID3
* xyz 0 1
N -0.745 1.552 0.311
C 0.995 -1.405 -0.242
Cl 1.041 -0.057 -1.120
Cl -2.122 2.162 0.596
N 0.831 -2.252 0.455
*
```

Calculated values
Energy above the lowest of the compared OMol25 structures with the same formula, charge and spin in kcal/mol: 74.7
Molecular weight in Da: 110.931
Frontier orbital gap (alpha / beta) in eV: 8.62 / 8.57
Calculated total energy in eV: -29056.774